(1)
39
Properties=species:S:1:pos:R:3:mulliken_charge:R:1 method="wB97M-V/def2-TZVPD" gap_ev="3.98 / 3.99" largest_force_ev_per_a=5.73 charge=+3 homo_ev="-17.8 / -17.8" e_tot_ev=-83442.64581 e_lumo_ev="-13.774 / -13.767"
C 0.348 -1.967 0.112 0.232
H -1.578 -2.511 -2.426 0.446
H -0.867 0.202 -3.633 0.372
H -4.301 0.397 -1.426 0.477
H -1.479 1.646 -2.876 0.420
Ce -0.245 0.563 0.176 0.803
H -2.640 0.557 -3.695 0.437
F -3.051 -3.241 3.378 -0.148
S -1.492 -1.161 2.892 1.029
O -0.215 -1.845 2.808 -0.538
O -1.984 -0.628 4.125 -0.485
H -3.733 -0.105 0.193 0.315
C 2.944 -0.873 2.097 -1.055
H 3.928 1.994 1.239 0.432
H 2.584 2.536 0.188 0.438
F -2.176 -3.209 1.365 -0.206
H 3.765 -0.529 2.732 0.470
I 2.206 2.115 -4.016 0.058
H 2.256 1.828 3.509 0.477
H 0.815 2.363 2.611 0.499
F -3.828 -1.860 1.856 -0.214
C -3.452 0.414 -0.735 -1.213
C -2.717 -2.455 2.354 0.592
P -2.003 -0.346 -1.572 0.835
P 2.049 0.533 1.475 0.747
C -2.430 -2.039 -1.926 -1.056
C -1.732 0.597 -3.087 -1.144
H -2.612 -2.599 -1.002 0.298
H 3.328 -1.446 1.246 0.430
H 2.257 -1.524 2.650 0.311
H 0.739 0.879 3.564 0.403
H -3.266 1.464 -0.457 0.473
H 3.539 1.160 -0.324 0.325
C 1.400 1.480 2.918 -1.310
C 3.132 1.661 0.565 -1.006
O -1.686 -0.195 1.707 -0.407
O 0.567 -3.103 0.134 -0.038
I 3.074 -0.396 -3.462 0.047
H -3.308 -2.064 -2.575 0.454

---

(2)
34
Properties=species:S:1:pos:R:3:mulliken_charge:R:1 method="wB97M-V/def2-TZVPD" gap_ev="4.83 / 4.10" largest_force_ev_per_a=3.60 charge=+2 homo_ev="-15.3 / -15.3" e_tot_ev=-56860.43948 e_lumo_ev="-10.512 / -11.178"
H 1.407 1.160 -5.064 0.391
H -0.873 1.063 5.425 0.340
H -1.841 0.157 2.400 0.271
H 1.610 -1.880 4.006 0.301
O -4.535 -0.089 0.039 -0.269
H 1.393 -1.351 -4.935 0.406
I -2.691 1.696 -1.769 0.127
C -1.045 0.897 2.577 -0.902
H -1.617 -0.952 -4.409 0.403
N 0.340 -0.237 4.261 0.087
H -0.534 -0.040 -5.516 0.401
C 1.539 -0.962 4.598 -0.814
Tl 2.041 1.017 -0.295 0.993
O 1.172 -0.039 2.194 -0.612
H 2.429 -0.355 4.402 0.297
H 0.646 -2.353 -3.634 0.350
C 1.233 -1.449 -3.850 -0.870
H -1.376 1.603 3.353 0.345
Cl 3.851 -0.171 -1.813 -0.248
I -2.123 -1.526 -1.391 0.226
C -3.598 0.001 -0.681 0.318
C 1.311 1.348 -3.986 -0.963
H -1.671 0.826 -4.428 0.362
H 2.303 1.355 -3.506 0.367
H -0.856 1.447 1.650 0.170
H 0.794 2.303 -3.818 0.348
H -0.240 -0.386 6.252 0.275
C -1.018 -0.045 -4.532 -1.030
H -1.600 -0.527 5.101 0.335
H 1.500 -1.220 5.651 0.293
P 0.289 0.006 -3.251 0.189
C -0.652 -0.008 5.307 -0.828
H 2.197 -1.482 -3.316 0.230
C 0.218 0.190 2.981 0.709

---

(3)
29
Properties=species:S:1:pos:R:3:mulliken_charge:R:1 method="wB97M-V/def2-TZVPD" gap_ev=7.12 largest_force_ev_per_a=1.32 charge=-1 homo_ev=-3.5 e_tot_ev=-31888.75744 e_lumo_ev=3.582
P 0.376 -0.175 0.458 0.326
C 1.352 1.077 1.358 -0.520
H -0.224 1.879 -2.613 0.385
H 2.409 -0.041 -3.581 0.320
H -1.873 0.873 0.624 0.383
C -0.619 1.168 -1.885 -1.682
H 0.555 -1.789 -1.905 -0.108
H -0.927 -1.997 2.960 0.253
H 2.618 -1.752 -3.248 0.402
C 0.882 1.931 2.278 -0.591
H 3.006 -0.531 -2.006 0.296
H -2.064 -1.242 4.051 0.367
H -1.956 -0.862 0.533 0.314
C -1.406 -0.045 0.991 -0.847
C 2.315 -0.806 -2.803 -1.368
H -1.328 0.531 -2.403 0.358
C 0.853 -0.822 -2.331 -0.057
C -1.817 -1.369 2.997 -0.906
H 2.419 1.070 1.154 0.377
Cl -0.802 -2.832 -0.640 -0.762
H 1.329 2.091 3.253 0.196
H -1.146 1.754 -1.133 0.426
H -0.054 2.447 2.092 0.260
C 0.565 0.345 -1.338 0.358
N -1.480 -0.063 2.447 -0.188
H -2.056 0.678 2.815 0.215
H 1.451 0.977 -1.366 0.199
H -2.633 -1.864 2.463 0.294
H 0.255 -0.631 -3.221 0.298

---

(4)
33
Properties=species:S:1:pos:R:3:mulliken_charge:R:1 method="wB97M-V/def2-TZVPD" gap_ev=10.18 largest_force_ev_per_a=3.83 charge=0 homo_ev=-9.4 e_tot_ev=-36035.47858 e_lumo_ev=0.762
C -2.365 -2.835 2.304 -1.191
C -2.785 -0.788 -0.025 -1.187
F -0.420 -2.559 -2.261 -0.268
O -0.200 -1.966 0.405 -0.445
H 2.626 1.913 -2.806 0.487
C 2.220 1.066 -2.327 -1.073
H 0.329 3.196 0.377 0.325
H 0.561 3.537 -1.410 0.396
C 0.331 2.818 -0.622 -1.019
H 2.639 1.667 1.437 0.339
C -1.024 0.181 2.355 -0.844
H -2.468 0.079 -0.635 0.272
Si 1.629 1.456 -0.633 0.129
N 0.727 0.041 -0.012 -0.205
H -0.675 2.382 -0.746 0.262
H -1.849 0.682 2.945 0.338
H -2.586 -2.777 3.355 0.371
H -3.032 -1.537 -0.672 0.394
H -0.201 -0.079 2.937 0.367
H 3.767 0.756 0.543 0.334
F -0.099 -0.374 -2.703 -0.241
C 3.125 1.637 0.527 -1.105
Si -1.520 -1.375 1.323 0.585
H 1.418 0.760 -3.037 0.293
H -1.589 -3.541 2.150 0.341
H 2.908 0.241 -2.218 0.240
F 1.655 -1.710 -2.399 -0.235
H 3.765 2.485 0.320 0.349
C 0.309 -1.079 -0.498 0.458
C 0.377 -1.444 -2.038 0.730
H -0.653 0.970 1.724 0.089
H -3.246 -3.301 1.809 0.329
H -3.674 -0.502 0.530 0.385